33
Properties=species:S:1:pos:R:3:forces:R:3 method="wB97M-V/def2-TZVPD" multiplicity=2 s2=1.226 lumo_ev="-0.224 / -0.263" homo_energy_ha="-0.2899 / -0.2899" orbital_gap_ev="7.6644 / 7.6258"
Mn -0.904806 0.163709 0.615575 -0.1 0.2 -0.4
I 3.401077 6.339523 -0.317812 0.0 0.0 0.0
C 1.938051 4.867532 -0.153029 -0.1 0.0 0.0
C 0.597961 5.206863 -0.271578 0.0 0.0 0.0
C -0.366550 4.222057 -0.162625 0.1 -0.1 0.0
I -2.369977 4.745866 -0.341905 -0.1 0.0 0.0
C -0.032627 2.877583 0.072985 0.0 -0.1 0.0
O -0.993490 1.973174 0.193425 -0.1 0.1 0.2
C 1.337077 2.555223 0.180113 0.0 0.0 0.0
C 1.821763 1.153568 0.470362 0.1 0.1 0.0
N 0.959734 0.111018 -0.109071 0.1 -0.1 -0.1
C 1.512392 -1.238404 0.052295 0.0 -0.1 -0.1
C 0.423489 -2.263217 -0.132042 -0.1 0.0 0.0
C 0.694548 -3.623389 -0.140198 0.0 0.1 0.0
C -0.361130 -4.509753 -0.211202 0.0 -0.1 0.0
C -1.659926 -4.021662 -0.282067 0.1 0.0 0.0
C -1.847346 -2.657756 -0.272319 0.1 0.1 -0.2
N -0.827393 -1.790211 -0.204956 -0.1 0.0 0.5
C 2.300040 3.550798 0.065001 0.0 0.0 -0.1
H 0.303587 6.231832 -0.449017 0.0 0.0 0.0
H 1.874094 0.960972 1.545485 -0.1 0.0 0.0
H 2.835877 1.047466 0.071557 0.0 0.0 0.0
H 0.834799 0.306537 -1.100379 0.1 0.0 0.0
H 1.903656 -1.336522 1.068049 0.0 0.0 0.0
H 2.341659 -1.426966 -0.636612 0.0 0.0 0.0
H 1.716625 -3.966419 -0.055913 0.0 0.0 0.0
H -0.177188 -5.575735 -0.192561 0.0 0.0 0.0
H -2.512537 -4.683490 -0.325962 0.0 0.0 0.0
H -2.838809 -2.226629 -0.321172 0.0 0.0 0.0
H 3.347226 3.284182 0.146897 0.0 0.0 0.0
Se 0.985609 -2.757403 3.804569 -0.1 0.2 -0.1
C 0.116902 -1.441829 2.976022 0.1 -0.2 0.1
N -0.417052 -0.599220 2.364585 0.1 -0.1 0.1

=====

63
Properties=species:S:1:pos:R:3:forces:R:3 method="wB97M-V/def2-TZVPD" multiplicity=1 lumo_ev=0.363 homo_energy_ha=-0.3352 relative_energy_kcal_mol=136.2 orbital_gap_ev=9.4842 smiles="c1ccncc1.c1ccncc1.c1ccncc1.CC(C)=O.CC(C)=O.CC(C)=O"
C -15.826475 0.652040 18.354152 0.9 0.9 -0.8
C -15.830006 -0.733500 18.185109 -1.9 1.0 1.4
C -14.767032 -1.392078 17.682282 3.0 0.4 -1.0
N -13.654324 -0.762550 17.151362 -2.6 3.0 0.5
C -13.800086 0.643400 17.112957 -0.3 -1.6 0.1
C -14.842134 1.412345 17.739145 1.0 -2.5 -0.1
H -16.484450 1.288167 18.927581 -0.9 -0.8 0.1
H -16.700091 -1.260177 18.548384 0.1 -0.4 0.2
H -14.661601 -2.463743 17.764881 -0.3 -0.2 -0.2
H -13.055124 1.129297 16.500315 0.3 0.1 0.3
H -14.917072 2.480979 17.876216 0.6 0.1 -0.5
C -9.125001 3.010221 14.780099 1.6 0.5 -0.9
C -8.636919 3.144030 16.069073 -2.1 -0.4 1.3
C -9.652552 3.415331 17.054831 2.2 -1.0 -2.2
N -10.902225 3.524554 16.685124 -1.1 1.0 3.0
C -11.269832 3.690987 15.452227 0.4 -0.7 -1.5
C -10.373445 3.448707 14.426364 -1.1 0.6 0.1
H -8.523026 2.688923 13.942965 0.5 -0.1 0.1
H -7.646011 2.879335 16.407340 0.1 0.1 -0.3
H -9.343271 3.379283 18.088969 -0.5 0.2 0.3
H -12.314373 3.846811 15.226285 -0.3 0.2 0.2
H -10.672975 3.645712 13.407609 0.1 -0.6 -0.2
C -14.181942 2.209315 6.084372 0.0 0.3 -0.4
C -14.313028 1.146707 6.958025 -0.1 0.2 0.4
C -13.703776 -0.067703 6.676581 0.4 0.2 -1.8
N -13.017217 -0.245062 5.525010 0.6 1.6 -0.5
C -12.847624 0.831504 4.693736 -1.8 0.0 0.7
C -13.469755 2.083238 4.903486 0.2 -1.5 0.6
H -14.676511 3.146261 6.293966 -0.2 0.0 0.1
H -14.950057 1.343242 7.807726 0.1 -0.5 0.3
H -13.781399 -0.989059 7.234695 -0.2 0.2 0.5
H -12.403375 0.711648 3.716659 0.5 -0.6 0.1
H -13.517325 2.856665 4.151191 0.4 0.0 0.0
C -13.140102 0.583497 10.319119 0.5 -0.2 0.1
C -12.511659 1.377116 11.446059 1.0 3.0 0.0
C -13.263669 1.209308 12.752118 0.8 -0.2 0.0
O -11.627356 2.253260 11.284436 -2.1 -2.6 0.2
H -14.121814 0.968466 10.043151 0.1 0.5 0.1
H -13.376769 -0.407331 10.706860 0.3 -0.2 -0.2
H -12.509525 0.560197 9.430339 0.0 -0.1 0.1
H -12.849585 1.723012 13.619722 0.1 0.3 -0.4
H -13.268046 0.155533 13.030768 -0.4 -0.1 -0.1
H -14.265291 1.587676 12.547931 -0.2 -0.3 0.3
C -15.595671 4.758811 12.753491 0.1 -0.3 0.0
C -15.468356 4.246813 14.177982 1.3 -0.5 -1.7
C -15.785590 5.295235 15.152331 -0.5 -0.9 1.4
O -15.133075 3.103390 14.428017 -0.5 0.8 0.2
H -16.054573 3.960104 12.170772 -0.4 0.4 -0.2
H -14.655709 4.965238 12.241688 0.4 -0.1 0.4
H -16.114014 5.716312 12.804645 -0.4 -0.3 -0.6
H -16.831924 5.528704 14.955426 0.0 0.5 0.1
H -15.148987 6.175469 15.062824 -0.1 -0.1 0.0
H -15.732966 4.787698 16.115533 0.1 0.6 0.4
C -9.392381 0.020081 5.073551 0.0 -0.2 -0.6
C -8.912065 0.584536 6.374466 1.9 1.1 0.5
C -9.884139 1.386798 7.264386 0.5 -0.8 -0.3
O -7.702305 0.514826 6.651163 -2.6 0.0 -0.2
H -8.594227 0.157732 4.344084 0.1 -0.1 0.1
H -10.292793 0.475992 4.661852 0.0 0.0 0.4
H -9.566899 -1.053585 5.143502 -0.1 0.0 0.2
H -10.440693 2.154691 6.727089 0.5 0.2 -0.3
H -9.288475 1.777070 8.089600 -0.4 0.1 0.0
H -10.700473 0.750146 7.605538 0.2 -0.3 0.3

=====

Number 1: molar mass 625.0 g/mol. Number 2: molar mass 411.5 g/mol.